w | Density functional theory data (ωB97M-V/def2-TZVPD) for an isolated molecule of C11H20N2O3.

```
! wB97M-V def2-TZVPD RIJCOSX def2/J DEFGRID3
* xyz 0 1
C -4.59 0.26 0.41
C -3.14 -0.21 0.36
C -2.69 -0.55 1.82
C -2.29 0.93 -0.22
C -0.79 0.59 -0.59
N 0.17 1.71 -0.84
C 1.55 1.75 -0.53
O 2.16 2.82 -0.54
C 2.35 0.55 0.02
C 3.77 0.66 0.39
C 4.04 -0.90 0.78
C 3.17 -1.73 -0.17
N 2.27 -0.73 -0.93
C -1.08 -0.37 -1.77
O -2.16 -0.34 -2.45
O -0.19 -1.33 -1.96
H -5.01 0.17 1.37
H -4.73 1.30 0.22
H -5.25 -0.43 -0.18
H -2.88 -1.06 -0.30
H -2.94 0.15 2.59
H -1.60 -0.73 1.97
H -3.31 -1.46 2.04
H -2.71 1.06 -1.24
H -2.38 1.82 0.43
H -0.28 -0.14 0.05
H -0.17 2.62 -1.06
H 1.77 0.02 0.85
H 4.34 0.90 -0.55
H 4.05 1.39 1.13
H 5.07 -1.16 0.75
H 3.87 -1.17 1.76
H 3.81 -2.38 -0.86
H 2.53 -2.38 0.36
H 2.72 -0.46 -1.80
H 0.57 -1.18 -1.29
*
```

Calculated values
SMILES: CC(C)C[C@H](NC(=O)[C@@H]1CCCN1)C(=O)O
HOMO in eV: -9.5192


x | Density functional theory data (ωB97M-V/def2-TZVPD) for an isolated molecule of C11H20N2O3.

```
! wB97M-V def2-TZVPD RIJCOSX def2/J DEFGRID3
* xyz 0 1
C 4.29 -0.83 -0.84
C 3.38 0.10 -0.08
C 1.92 -0.46 0.00
C 1.22 -0.55 -1.38
C 1.04 0.34 1.06
N 1.70 0.29 2.31
C -0.32 -0.17 1.07
O -0.62 -1.23 1.71
N -1.39 0.47 0.44
C -1.37 1.69 -0.35
C -2.82 2.13 -0.36
C -3.54 0.79 -0.42
C -2.70 -0.14 0.48
C -2.68 -1.57 -0.05
O -2.00 -1.96 -1.02
O -3.59 -2.31 0.60
H 5.33 -0.47 -0.82
H 4.03 -0.95 -1.91
H 4.40 -1.80 -0.29
H 3.78 0.18 0.93
H 3.31 1.08 -0.55
H 2.05 -1.48 0.43
H 1.15 0.40 -1.92
H 0.20 -0.95 -1.36
H 1.74 -1.22 -2.08
H 0.97 1.35 0.62
H 1.25 0.95 2.94
H 1.56 -0.68 2.67
H -0.96 1.52 -1.36
H -0.71 2.43 0.15
H -3.10 2.66 0.56
H -3.03 2.71 -1.26
H -3.44 0.28 -1.41
H -4.62 0.84 -0.20
H -2.97 -0.24 1.53
H -3.47 -3.19 0.16
*
```

Calculated values
SMILES: CC[C@H](C)[C@H](N)C(=O)N1CCC[C@H]1C(=O)O
HOMO in eV: -9.3450


Which of them is most stable? Easy: x.


w | Density functional theory data (ωB97M-V/def2-TZVPD) for a structure of composition C30H54CdN7OP2.

```
! wB97M-V def2-TZVPD RIJCOSX def2/J DEFGRID3
* xyz 1 1
C 2.41 -1.29 -1.60
C 1.57 0.83 -2.53
C 3.36 -1.37 -2.61
C 2.35 0.51 -3.72
C 3.31 -0.49 -3.70
H 4.11 -2.13 -2.55
H 2.23 1.18 -4.59
H 4.03 -0.56 -4.54
N 1.57 -0.24 -1.58
P 0.59 -2.53 0.16
P 0.12 2.42 -0.89
C 2.30 -2.38 -0.53
H 2.62 -3.35 -0.94
H 2.97 -2.12 0.30
C -1.24 0.05 2.20
O -1.91 -0.14 3.09
C 0.73 2.00 -2.41
H 0.52 2.53 -3.39
C -1.63 3.41 -0.97
C 1.58 3.62 -0.61
C -0.35 -3.59 -1.12
C 0.76 -3.40 1.82
C -2.73 2.57 -0.33
H -2.52 2.33 0.72
H -3.66 3.15 -0.36
H -2.91 1.63 -0.86
C -1.52 4.71 -0.16
H -1.25 4.51 0.89
H -0.79 5.42 -0.58
H -2.51 5.20 -0.17
C -1.97 3.68 -2.42
H -2.89 4.29 -2.44
H -1.21 4.27 -2.95
H -2.13 2.73 -2.95
C 1.46 4.11 0.82
H 1.03 3.35 1.48
H 2.47 4.30 1.16
H 0.87 5.02 0.90
C 2.83 2.79 -0.80
H 2.83 1.90 -0.17
H 2.99 2.48 -1.83
H 3.66 3.41 -0.50
C 1.47 4.71 -1.68
H 0.96 4.46 -2.62
H 1.03 5.63 -1.29
H 2.50 4.94 -1.99
C -0.65 -3.66 2.38
H -0.54 -4.12 3.37
H -1.22 -2.72 2.50
H -1.24 -4.35 1.75
C 1.49 -2.45 2.78
H 2.53 -2.27 2.46
H 0.97 -1.49 2.86
H 1.52 -2.91 3.78
C 1.57 -4.71 1.72
H 2.48 -4.59 1.10
H 1.89 -4.98 2.73
H 0.98 -5.54 1.33
C 0.06 -3.16 -2.54
H 1.10 -3.43 -2.76
H -0.58 -3.70 -3.26
H -0.06 -2.08 -2.70
C -1.86 -3.33 -0.94
H -2.13 -2.32 -1.29
H -2.43 -4.07 -1.54
H -2.19 -3.40 0.12
C -0.07 -5.09 -0.95
H 1.00 -5.32 -0.99
H -0.51 -5.49 -0.02
H -0.55 -5.61 -1.79
Cd 0.12 0.03 0.20
N -1.65 -0.23 -1.71
C -1.70 0.21 -2.82
C -2.03 0.33 -4.32
C -1.29 1.47 -5.11
C -1.50 -1.00 -4.88
C -3.55 0.57 -4.23
H -1.47 2.49 -4.71
H -0.19 1.29 -5.17
H -1.70 1.43 -6.14
H -1.86 -1.81 -4.22
H -1.88 -1.15 -5.91
H -0.38 -0.97 -4.86
H -3.89 1.29 -4.98
H -3.98 -0.44 -4.31
H -3.80 0.97 -3.21
N 1.58 1.73 5.14
N 1.73 1.57 3.77
N 2.94 1.16 3.29
C 2.61 0.72 2.08
N 1.27 0.77 1.88
N 0.69 1.27 2.98
H 0.70 2.28 5.31
H 2.38 2.12 5.54
H 3.36 0.35 1.36
*
```

Calculated values
HOMO in eV: -8.5421


x | Density functional theory data (ωB97M-V/def2-TZVPD) for a structure of composition C30H54CdN7OP2.

```
! wB97M-V def2-TZVPD RIJCOSX def2/J DEFGRID3
* xyz 1 1
C 2.37 -1.23 -1.00
C 1.79 0.91 -1.81
C 3.20 -1.45 -2.08
C 2.48 0.62 -3.03
C 3.21 -0.54 -3.15
H 3.78 -2.36 -2.07
H 2.42 1.37 -3.81
H 3.75 -0.78 -4.05
N 1.67 -0.10 -0.87
P 0.59 -2.48 0.88
P 0.72 2.73 0.03
C 2.27 -2.34 0.08
H 2.51 -3.32 -0.36
H 3.03 -2.15 0.87
C 1.30 2.22 -1.56
H 1.17 2.84 -2.45
C -1.11 3.52 0.00
C 2.15 4.02 0.25
C -0.36 -3.69 -0.23
C 1.03 -3.24 2.54
C -2.12 2.58 0.70
H -1.85 2.37 1.74
H -3.10 3.08 0.71
H -2.25 1.62 0.17
C -1.15 4.87 0.73
H -0.89 4.77 1.79
H -0.51 5.63 0.27
H -2.18 5.25 0.69
C -1.55 3.69 -1.45
H -2.50 4.24 -1.45
H -0.82 4.23 -2.07
H -1.74 2.71 -1.90
C 2.07 4.74 1.60
H 2.19 4.04 2.44
H 2.90 5.46 1.62
H 1.13 5.29 1.72
C 3.50 3.27 0.18
H 3.51 2.39 0.83
H 3.73 2.95 -0.85
H 4.29 3.96 0.50
C 2.08 5.04 -0.89
H 2.25 4.56 -1.87
H 1.12 5.57 -0.93
H 2.88 5.78 -0.74
C -0.25 -3.75 3.22
H 0.01 -4.05 4.24
H -1.00 -2.95 3.28
H -0.69 -4.63 2.72
C 1.62 -2.13 3.42
H 2.53 -1.69 2.99
H 0.89 -1.34 3.60
H 1.89 -2.58 4.39
C 2.05 -4.38 2.43
H 3.00 -4.04 2.00
H 2.25 -4.75 3.44
H 1.68 -5.22 1.84
C -0.18 -3.26 -1.70
H 0.84 -3.47 -2.06
H -0.88 -3.84 -2.32
H -0.41 -2.20 -1.85
C -1.85 -3.60 0.15
H -2.23 -2.57 0.05
H -2.42 -4.24 -0.54
H -2.05 -3.95 1.17
C 0.12 -5.14 -0.09
H 1.20 -5.25 -0.28
H -0.13 -5.58 0.88
H -0.40 -5.73 -0.85
Cd -0.04 0.01 0.73
C 1.58 1.12 2.14
O 2.32 1.31 3.00
N -2.47 -0.68 -1.04
C -2.75 -0.65 -2.18
C -2.75 -0.33 -3.65
C -1.78 0.84 -3.81
C -2.30 -1.52 -4.50
C -4.15 0.08 -4.12
H -2.23 1.73 -3.36
H -0.84 0.64 -3.30
H -1.59 1.03 -4.87
H -2.94 -2.39 -4.33
H -2.38 -1.25 -5.56
H -1.26 -1.79 -4.29
H -4.17 0.08 -5.22
H -4.91 -0.60 -3.74
H -4.40 1.08 -3.78
N -3.27 -0.93 5.20
N -2.10 -0.49 4.60
N -1.66 0.75 4.92
C -0.88 1.02 3.87
N -0.89 0.07 2.93
N -1.76 -0.90 3.37
H -3.32 -1.94 5.17
H -3.35 -0.55 6.13
H -0.31 1.95 3.82
*
```

Calculated values
HOMO in eV: -8.5409


Which of them is most stable? Easy: x.


w | Density functional theory data (ωB97M-V/def2-TZVPD) for a cluster of 2 separate species, C3H6O4S in total.

```
! wB97M-V def2-TZVPD RIJCOSX def2/J DEFGRID3
* xyz 0 1
C 0.41 -0.72 -0.26
C -1.83 0.52 0.04
C -1.04 -0.52 -0.70
O 3.69 -0.15 0.87
O 0.71 -0.70 1.02
O 1.98 1.41 0.13
O 1.35 -0.81 -1.06
S 3.04 0.51 -0.23
H -1.58 1.58 -0.16
H -1.81 0.26 1.09
H -2.94 0.38 -0.06
H -1.06 -0.25 -1.72
H -1.22 -1.59 -0.51
H 0.30 0.08 1.54
*
```

Calculated values
HOMO in eV: -10.4388


x | Density functional theory data (ωB97M-V/def2-TZVPD) for a cluster of 2 separate species, C3H6O4S in total.

```
! wB97M-V def2-TZVPD RIJCOSX def2/J DEFGRID3
* xyz 0 1
C 0.13 -0.98 1.05
C -0.27 -0.13 2.14
C -0.06 -0.63 -0.23
O -0.18 1.80 -3.02
O 1.82 1.20 -1.83
O -0.91 0.42 -0.56
O 0.42 -1.41 -1.24
S 0.51 1.81 -1.80
H -0.20 -0.57 3.17
H 0.30 0.74 2.08
H -1.35 0.23 1.96
H 0.79 -1.80 1.18
H -1.71 0.10 -0.97
H 0.69 -0.79 -1.94
*
```

Calculated values
HOMO in eV: -8.9371


Which of them is most stable? Easy: w.


w | Density functional theory data (ωB97M-V/def2-TZVPD) for the ion C3H5NO3 with charge +1.

```
! wB97M-V def2-TZVPD RIJCOSX def2/J DEFGRID3
* xyz 1 2
O 0.99 -2.07 0.66
C 0.58 -0.98 0.28
N -0.76 -0.71 0.40
C -1.48 0.48 0.31
O -0.77 1.53 -0.14
O -2.62 0.61 0.62
C 1.48 -0.07 -0.51
H -1.30 -1.51 0.70
H -1.33 2.32 -0.13
H 2.32 -0.63 -0.95
H 0.98 0.36 -1.37
H 1.92 0.69 0.13
*
```

Calculated values
Expectation value of S²: 0.76
HOMO (alpha / beta) in eV: -16.2611 / -16.1607


x | Density functional theory data (ωB97M-V/def2-TZVPD) for a structure of composition C3H5NO3.

```
! wB97M-V def2-TZVPD RIJCOSX def2/J DEFGRID3
* xyz 1 2
O -1.90 -0.55 -1.30
C -1.08 -0.55 -0.50
N -0.37 0.89 0.58
C 0.95 0.64 0.44
O 1.80 1.67 0.65
O 1.42 -0.24 -0.29
C -0.72 -1.81 0.29
H -1.11 1.49 0.20
H 1.14 2.38 0.74
H -1.68 -2.34 0.33
H -0.50 -1.71 1.36
H -0.02 -2.45 -0.26
*
```

Calculated values
Expectation value of S²: 0.77
HOMO (alpha / beta) in eV: -16.9757 / -16.4889


Which of them is most stable? Easy: w.


w | Density functional theory data (ωB97M-V/def2-TZVPD) for a cluster of 2 separate species, C3H10O2 in total.

```
! wB97M-V def2-TZVPD RIJCOSX def2/J DEFGRID3
* xyz 0 1
C 0.44 0.83 1.45
C -1.11 0.82 1.14
C -1.20 -0.41 0.10
O -0.36 0.28 -1.01
H 0.67 0.02 2.18
H 0.99 1.75 1.79
H 0.93 0.77 0.45
H -1.62 0.51 2.13
H -1.37 1.89 0.79
H -0.79 -1.30 0.42
H -2.24 -0.60 -0.07
H -1.09 0.36 -1.68
O 2.58 -1.69 -2.83
H 1.78 -2.21 -2.61
H 2.41 -1.01 -2.25
*
```

Calculated values
SMILES: CCCO.O
HOMO in eV: -10.5642


x | Density functional theory data (ωB97M-V/def2-TZVPD) for a cluster of 3 separate species, C3H10O2 in total.

```
! wB97M-V def2-TZVPD RIJCOSX def2/J DEFGRID3
* xyz 0 1
C -2.15 -0.49 0.28
C -1.30 -0.29 -0.76
C -0.85 0.93 -1.38
H -2.44 -1.41 0.82
H -2.73 0.37 0.70
H -1.08 -1.16 -1.34
H -0.84 1.95 -0.93
H 0.19 0.80 -1.57
H -1.46 0.97 -2.40
O 1.99 -1.12 1.46
H 1.92 -1.25 2.46
H 1.25 -1.70 1.11
O 2.48 1.12 0.18
H 1.88 0.41 0.54
H 3.15 0.85 0.84
*
```

Calculated values
SMILES: C=CC.O.O
HOMO in eV: -9.3771


y | Density functional theory data (ωB97M-V/def2-TZVPD) for a cluster of 2 separate species, C3H10O2 in total.

```
! wB97M-V def2-TZVPD RIJCOSX def2/J DEFGRID3
* xyz 0 1
C -0.26 0.59 -1.64
C 1.16 0.09 -1.24
C 1.32 0.67 0.20
O 2.10 1.78 0.18
H -0.24 1.70 -1.94
H -0.61 0.00 -2.45
H -0.87 0.54 -0.80
H 1.95 0.35 -1.89
H 1.41 -1.02 -1.28
H 1.75 -0.24 0.75
H 0.37 1.11 0.63
H 2.28 2.14 -0.81
O -3.59 -2.71 3.02
H -3.76 -3.01 3.95
H -3.00 -1.99 3.33
*
```

Calculated values
SMILES: CCCO.O
HOMO in eV: -9.8540


Which of them is most stable? Easy: x.


w | Density functional theory data (ωB97M-V/def2-TZVPD) for an isolated molecule of C11H15OP.

```
! wB97M-V def2-TZVPD RIJCOSX def2/J DEFGRID3
* xyz 0 3
C -1.41 -0.43 0.11
C 0.06 2.13 0.11
C 2.19 -1.09 0.67
C -2.03 0.75 0.27
C 0.95 -1.50 0.32
C 0.83 1.08 -0.05
C -1.38 2.08 -0.11
C 0.05 -0.51 -0.31
C -3.36 0.75 0.92
C 0.52 -2.89 0.39
C 3.36 0.59 -1.25
O 3.10 1.50 1.44
P 2.52 0.70 0.37
H -1.85 -1.26 0.64
H 0.50 3.04 0.47
H 3.15 -1.58 0.83
H -1.87 2.78 0.63
H -1.72 2.23 -1.09
H 0.18 -0.67 -1.42
H -3.14 1.03 1.95
H -3.75 -0.30 1.15
H -4.12 1.48 0.31
H 1.16 -3.32 1.22
H 0.64 -3.40 -0.52
H -0.46 -2.91 0.61
H 3.60 -0.51 -1.28
H 2.53 0.77 -1.93
H 4.18 1.13 -1.31
*
```

Calculated values
Expectation value of S²: 2.01
HOMO (alpha / beta) in eV: -3.5467 / -8.6458


x | Density functional theory data (ωB97M-V/def2-TZVPD) for an isolated molecule of C11H15OP.

```
! wB97M-V def2-TZVPD RIJCOSX def2/J DEFGRID3
* xyz 0 3
C -2.36 1.25 -1.29
C -1.69 2.32 -0.93
C -1.77 -0.05 -0.86
C 0.99 -1.22 -0.16
C -0.40 2.00 -0.13
C -0.02 -1.72 -0.90
C -1.08 -0.90 -1.54
C 0.60 1.55 -0.87
C -0.38 1.97 1.39
C -0.24 -3.20 -0.95
C 2.99 0.72 0.92
O 2.68 0.01 -1.64
P 1.87 0.38 -0.47
H -3.29 1.21 -1.83
H -2.00 3.32 -1.18
H -1.65 -0.17 0.21
H 1.70 -1.96 0.28
H -1.14 -1.00 -2.64
H 0.61 1.72 -1.88
H 0.13 2.72 2.05
H 0.06 0.85 1.59
H -1.44 2.14 1.74
H -1.24 -3.55 -0.63
H 0.30 -3.69 -0.11
H 0.18 -3.79 -1.91
H 3.04 -0.05 1.76
H 3.91 0.98 0.51
H 2.71 1.59 1.37
*
```

Calculated values
Expectation value of S²: 2.01
HOMO (alpha / beta) in eV: -4.9175 / -8.9965


Which of them is most stable? Easy: x.


w | Density functional theory data (ωB97M-V/def2-TZVPD) for a cluster of 3 separate species, C3H4IN in total.

```
! wB97M-V def2-TZVPD RIJCOSX def2/J DEFGRID3
* xyz 0 3
C 1.31 -1.02 -1.36
C 0.13 -1.19 -1.27
C 3.13 0.90 0.55
N 2.80 0.90 1.65
I -5.18 0.32 0.54
H 2.28 -0.59 -1.54
H -6.32 1.29 -0.06
H -0.77 -1.76 -1.10
H 2.62 1.15 2.59
*
```

Calculated values
Expectation value of S²: 2.00
HOMO (alpha / beta) in eV: -5.2434 / -10.1215


x | Density functional theory data (ωB97M-V/def2-TZVPD) for a structure of composition C3H4IN.

```
! wB97M-V def2-TZVPD RIJCOSX def2/J DEFGRID3
* xyz 0 3
C -0.14 -2.16 0.51
C -0.23 0.23 -0.29
C 0.59 -1.01 0.07
N -0.60 -3.10 0.95
I 1.87 -1.85 -1.38
H -1.10 0.30 0.25
H 0.23 1.22 -0.18
H -0.59 0.30 -1.35
H 1.60 -0.93 1.05
*
```

Calculated values
Expectation value of S²: 2.01
HOMO (alpha / beta) in eV: -5.8891 / -10.3063


Which of them is most stable? Easy: x.


w | Density functional theory data (ωB97M-V/def2-TZVPD) for the ion CHO2S2 with charge -1.

```
! wB97M-V def2-TZVPD RIJCOSX def2/J DEFGRID3
* xyz -1 1
O -1.18 -0.30 -0.38
C -0.11 -0.02 -0.87
S 0.41 0.08 -2.46
S 1.20 0.34 0.45
O 0.24 -0.30 1.64
H -0.57 0.20 1.63
*
```

Calculated values
SMILES: [O-]C(=S)SO
HOMO in eV: -3.6439


x | Density functional theory data (ωB97M-V/def2-TZVPD) for a cluster of 2 separate species, CHO2S2 in total.

```
! wB97M-V def2-TZVPD RIJCOSX def2/J DEFGRID3
* xyz -1 1
C 0.02 -0.67 -0.26
O -2.47 -0.85 -0.92
O 0.50 -1.19 0.68
S 1.66 1.25 -0.20
S -1.34 0.16 -0.65
H 1.64 1.31 1.34
*
```

Calculated values
HOMO (alpha / beta) in eV: -3.7927 / -3.7942


Which of them is most stable? Easy: w.